1.
15
Properties=species:S:1:pos:R:3:forces:R:3 method="wB97M-V/def2-TZVPD" charge=+2 orbital_gap_ev=11.82 spin_multiplicity=1 e_tot_ha=-2401.96548 e_above_lowest_ev=0.100 homo_energy_ev=-20.923
H 0.002075 0.972459 2.252065 -0.01 -0.56 0.08
C 0.001753 2.593664 -0.305262 0.00 1.88 -0.10
C -2.157999 0.002191 -0.303225 -3.95 -0.03 -0.23
O 0.000271 0.046704 -3.627795 0.00 0.06 3.64
Zn -0.000283 -0.402100 -0.131975 0.00 1.44 0.41
O -0.002539 -3.582366 -0.381145 0.00 4.50 0.36
H -0.821626 -0.497328 2.347375 0.19 0.41 0.34
O 0.002539 3.723436 -0.357105 0.00 -1.93 0.08
O 3.294939 0.035185 -0.365953 -3.37 0.04 0.18
H 0.819197 -0.499194 2.347389 -0.16 0.39 0.36
C -0.001684 -2.439773 -0.292037 0.00 -5.53 -0.48
C 2.158764 -0.000771 -0.303033 3.79 -0.04 -0.22
C 0.000193 0.024841 -2.485904 0.00 -0.15 -3.74
N -0.000102 -0.016628 1.973018 -0.02 -0.50 -0.88
O -3.295505 0.039675 -0.366418 3.53 0.03 0.19

2.
12
Properties=species:S:1:pos:R:3:forces:R:3 method="wB97M-V/def2-TZVPD" charge=-1 orbital_gap_ev=7.37 spin_multiplicity=1 e_tot_ha=-493.26306 smiles="O=C1C(O)=C([O-])[C@@H]2O[C@H]12" e_above_lowest_ev=0.515 homo_energy_ev=-3.275
H -1.721950 1.724773 -0.597822 1.53 -1.06 0.89
O 0.911117 2.277385 -0.165570 0.94 1.01 -0.26
H -2.101358 -1.238555 -0.299370 -0.49 0.69 -0.76
O -1.606017 0.326962 1.038420 -0.33 1.22 2.11
H 2.529835 -1.054751 0.209264 0.77 -0.12 -0.08
C 0.458308 1.140258 -0.112645 -1.36 1.41 0.41
O 0.332302 -2.360191 0.056329 0.24 0.80 0.03
C 0.158743 -1.116611 0.019470 -3.09 -2.04 -0.14
C -1.007493 0.961054 -0.105103 -4.29 0.75 -1.92
O 2.401503 -0.121975 -0.006638 0.67 -1.40 0.53
C -1.391853 -0.454351 -0.055264 4.23 -2.22 -0.18
C 1.036860 -0.084001 0.018928 1.17 0.96 -0.62

3.
9
Properties=species:S:1:pos:R:3:forces:R:3 method="wB97M-V/def2-TZVPD" orbital_gap_ev="8.99 / 7.21" s_squared=2.024 spin_multiplicity=3 e_tot_ha=-192.60243 e_above_lowest_ev=1.915 homo_energy_ev="-8.056 / -10.009"
C -1.169436 2.351883 0.157868 -0.39 0.47 -0.36
C 0.222189 0.232759 0.971095 -2.11 2.56 0.45
C 0.145606 -1.098924 -1.270363 0.59 -1.83 -0.08
C -0.425219 1.458745 0.474425 -0.01 0.17 0.31
H 0.616509 -2.145629 -1.384869 -0.88 1.57 -0.69
H -0.392192 -0.057708 1.804447 -0.26 -0.88 0.32
H -0.489746 -0.646088 -2.048061 0.38 -0.22 0.25
H 1.109464 0.558049 1.378818 2.39 0.46 1.03
C 0.382825 -0.653087 -0.083360 0.29 -2.30 -1.24

4.
61
Properties=species:S:1:pos:R:3:forces:R:3 method="wB97M-V/def2-TZVPD" orbital_gap_ev=8.52 spin_multiplicity=1 e_tot_ha=-1377.29656 e_above_lowest_ev=5.263 homo_energy_ev=-8.636
C -2.139855 -3.362318 0.702115 2.05 2.07 1.56
C 1.885014 -1.568037 -1.005567 0.21 0.27 -0.46
H 0.469119 -2.092199 -2.667901 0.85 0.57 0.48
H 0.437497 0.778487 -3.717158 0.59 -0.44 0.53
H -3.347458 0.803307 2.161163 -0.56 0.30 -0.75
N -0.837060 -3.187884 0.137031 -0.16 -0.57 -2.57
H -0.721344 3.792444 -2.464594 -0.10 0.03 0.24
O -2.998201 0.187400 -1.225201 -1.13 1.47 -0.12
H -0.135451 -3.138959 0.827130 0.81 -0.11 0.99
H -1.003081 0.261586 -3.201423 0.00 -1.18 0.71
H 2.412431 0.368718 -2.587551 -0.33 0.57 0.02
H -0.497549 2.315681 1.145686 -0.65 -0.96 -0.49
H 2.547383 1.876003 -2.869624 -0.10 0.08 0.00
H 1.651034 -0.515951 -0.955231 -0.14 0.64 -0.31
N 4.257477 -0.978351 -1.152742 0.55 0.09 -0.46
H -2.485941 -0.399091 -0.654310 -0.58 0.68 0.40
H 1.441348 -2.387964 3.073232 -0.59 -0.56 0.55
H 3.250473 3.441448 1.697140 0.31 -0.14 0.26
H 2.316617 3.526534 0.567368 -0.98 0.42 -0.71
H 0.392876 3.764200 -0.412115 -0.79 -0.67 -0.36
C 0.694287 -2.286373 -1.593596 -0.51 -0.75 -0.38
H 0.819486 -3.378189 -1.610543 0.29 0.13 0.17
H 0.814348 -3.373231 4.085101 0.21 0.00 0.58
H 0.576990 0.790588 1.167130 -0.02 0.06 -0.18
H -0.871419 -1.196959 -0.365755 0.42 0.77 -0.68
O 0.765030 -3.098187 3.176965 0.18 0.44 -1.10
H -1.361409 -2.385102 -1.660614 -0.75 0.50 -0.20
H 0.309339 4.738391 0.659446 -0.33 0.55 0.79
H 4.025491 -0.007430 -1.130938 -0.17 0.99 -0.56
H 3.031264 -1.636924 -2.892274 0.40 0.96 0.79
H -3.534652 0.881456 -0.686634 1.69 -2.31 -0.55
H -0.091045 2.447938 -2.399312 0.64 1.05 0.33
H -1.963680 -0.977349 3.029093 -1.39 1.52 0.13
O 0.045778 3.831737 0.505594 1.26 1.45 -0.33
H -3.434575 -0.964194 3.321109 -0.35 -0.15 -0.01
H -3.120977 2.841208 -2.570841 0.10 -1.12 -0.34
O -0.763292 1.543999 0.569037 0.60 1.04 -0.10
H 1.977976 1.228623 1.691908 -0.06 0.22 -0.27
H -2.252699 -4.420571 1.063697 -0.80 0.93 -1.11
O 1.373279 0.480826 1.632952 0.25 -0.59 0.24
H 4.233268 -1.131213 -0.154276 0.11 -0.80 0.21
O -3.426879 1.276732 1.291723 -0.21 -0.27 1.13
O 0.084667 3.384493 -2.107120 0.29 -1.05 -0.46
O 2.851934 2.893840 1.016238 0.90 -0.40 0.62
H -1.596153 -2.879390 2.658484 0.29 -0.71 -0.62
C 3.192671 -1.739752 -1.784833 -0.21 -2.43 -0.06
O -2.704023 -0.344849 3.295597 1.58 -1.09 0.34
H 2.612154 -0.121226 4.038780 0.05 0.38 -0.35
O 1.904002 1.205570 -2.610739 0.82 -0.63 -0.15
H -2.814465 -2.710264 0.072149 -0.18 -1.99 0.47
C -0.642419 -2.111600 -0.908164 -0.64 -2.04 1.97
H -1.806743 2.073153 -3.364795 -1.11 -0.28 0.28
H 1.268254 -0.370179 3.224561 0.83 0.62 0.07
H -0.548224 1.982106 -0.285586 -0.62 -0.80 0.34
H -2.485820 1.264314 1.104246 0.46 0.41 -0.67
O -2.141621 -2.549934 1.931248 -1.12 0.20 0.44
O 1.841582 -0.675853 3.956110 -0.59 -0.97 0.55
H 2.103408 -1.701435 0.060958 -0.34 -0.89 -0.09
O -2.252002 2.841566 -2.971414 0.34 1.65 -0.28
H 3.523202 -2.846998 -1.832509 -0.54 1.46 0.60
O -0.505590 0.901400 -3.681730 -1.03 1.40 -1.07

5.
62
Properties=species:S:1:pos:R:3:forces:R:3 method="wB97M-V/def2-TZVPD" orbital_gap_ev=9.27 spin_multiplicity=1 e_tot_ha=-1357.43731 e_above_lowest_ev=3.868 homo_energy_ev=-9.311
H -1.357263 -0.056093 -4.146328 0.36 0.55 -1.07
H 2.839910 1.097917 -3.164043 1.45 0.40 -0.41
H 0.003359 -3.613162 0.196193 -0.36 0.12 0.05
H -0.414566 3.489178 -0.380229 0.92 -0.76 -0.53
H -2.719885 -1.826361 2.218108 0.41 -0.49 1.23
H -3.187324 2.291799 -0.515589 -0.25 1.08 -0.19
H -0.324656 -1.106085 0.507504 0.70 0.44 0.12
H 1.139507 2.660488 3.693218 0.23 -0.24 0.46
O 0.080278 1.011831 3.986479 -0.38 -0.23 -0.01
C -1.062509 0.839849 0.873686 0.82 -2.64 0.86
O 0.401979 -2.679726 -2.644570 0.82 -0.14 0.37
O -1.558590 -3.088648 -0.460758 -0.67 0.23 -0.17
O 2.929088 1.840870 -3.817230 -2.17 -1.21 1.36
O 1.047752 -2.343030 3.220146 -0.36 0.05 0.76
H -1.587361 -1.358243 4.438952 0.71 -0.59 0.56
H 1.116683 2.940725 2.284131 0.18 0.35 -0.64
H 2.083852 1.801738 -0.522833 0.19 0.06 0.02
H 3.912269 1.092237 1.037354 0.06 -0.27 -0.66
H -1.377790 1.703311 -3.371618 0.34 -0.11 0.16
H -0.163016 0.606921 -4.808373 -0.12 0.13 -0.29
H 0.354413 2.288602 -1.071900 -0.75 0.38 -0.16
H 1.292811 -2.302565 -2.617411 -0.13 -0.16 0.16
H -2.190425 -2.717944 0.229939 0.77 -0.17 -0.25
O 1.737171 2.998314 3.014950 -0.27 0.05 -0.10
H 1.355988 -1.527549 2.792305 0.07 -0.30 -0.74
O -2.870617 -1.870606 1.282472 -0.99 0.90 -0.15
H 3.511435 2.244090 -1.072327 0.14 -0.50 0.10
H 0.983349 -3.081973 2.597764 0.32 0.37 -0.52
N 1.314071 0.006005 1.371829 1.18 -0.67 -0.75
C -3.254012 1.441532 0.122652 0.87 -1.61 -0.96
C 2.564597 -0.544189 0.678948 -1.78 2.17 -1.69
N -2.079626 0.568699 -0.158884 -1.01 1.06 3.22
H -2.122000 -3.226424 -1.227250 0.19 -0.37 -0.12
H -1.844514 0.582871 -1.123423 0.99 0.65 -0.38
N 2.949892 1.410810 -0.887049 -0.99 0.09 0.53
H 2.151294 -0.998186 -0.245955 0.57 -0.69 0.80
H -0.883385 1.846523 1.294589 0.31 0.20 -1.37
C 3.524761 0.532697 0.150574 0.27 0.57 -0.01
O -1.401479 -1.201744 3.522888 -2.00 1.11 -1.13
H -0.664483 0.531535 3.556749 0.69 0.23 0.64
O 0.783290 -3.860293 0.720967 0.24 -0.10 -0.18
O -1.283739 2.293358 -2.593275 -0.59 -0.04 -0.85
H -0.610438 -1.579614 3.130527 0.92 -0.99 0.91
H -4.087159 0.830079 -0.168573 -1.02 0.21 0.08
H -2.320261 -0.773220 -2.385465 -0.51 -0.01 0.14
H -3.291314 1.686377 1.175358 -0.12 0.12 0.10
H 0.731044 0.312733 4.157011 -0.25 0.30 -0.11
H -1.685896 3.085879 -2.975030 0.20 0.20 0.42
H 0.135751 -2.546952 -3.550217 -0.24 -0.02 -0.58
H -2.823929 -0.920414 1.071847 0.14 -0.25 -0.87
H -1.395633 0.369999 1.841940 -0.37 0.18 -0.99
O 0.471125 3.116803 -0.591596 -0.21 0.68 0.70
H 4.316897 0.036976 -0.422226 0.32 -0.21 0.86
C 0.144861 -0.096239 0.493310 -0.95 1.07 -0.40
H 1.267129 -4.419375 0.104375 0.18 -0.04 0.24
O -1.428486 -0.879917 -2.709901 0.00 -0.64 0.81
H 3.147055 -1.146706 1.326180 0.19 -1.11 0.49
H 0.345558 0.092528 -0.601061 0.31 -0.04 0.77
H -1.016099 -1.531548 -2.083451 -0.06 0.48 -0.64
H 1.999199 2.080878 -3.584632 0.73 0.98 -0.92
O -1.129039 0.601427 -4.869567 -0.03 -0.64 0.97
H 1.499108 0.961230 1.677847 -0.20 -0.17 -0.07

6.
61
Properties=species:S:1:pos:R:3:forces:R:3 method="wB97M-V/def2-TZVPD" orbital_gap_ev=9.46 spin_multiplicity=1 e_tot_ha=-1323.14113 e_above_lowest_ev=3.994 homo_energy_ev=-9.263
H 0.874616 0.929574 -0.505544 -0.35 -0.21 0.10
H 5.010476 -1.404294 1.281869 0.22 0.18 -0.61
C 0.195441 3.415239 -1.010881 0.97 -0.48 1.09
H 2.593723 -1.734464 2.445081 -0.26 -0.26 0.05
O -0.266819 -2.919165 -2.026244 1.83 -0.14 0.38
O 2.968572 -2.406825 3.032174 -0.08 0.12 0.69
O 2.528088 -1.907949 -1.547644 -0.15 0.24 -0.43
C 0.216684 2.803439 -3.694460 -1.61 1.13 -0.80
H 0.260018 2.727594 -4.783179 0.24 -0.62 0.09
H -0.574951 -3.028975 -1.120227 -0.84 0.01 -0.48
O 1.006221 -1.979575 1.162304 -0.10 0.18 -0.01
H -1.894270 -2.822797 0.960039 -0.21 0.04 0.63
H 3.625913 1.330673 -1.525663 -0.38 0.51 -0.24
H 2.997855 -2.604808 -1.099206 0.27 -0.48 0.07
H -2.363730 -4.563750 0.194824 0.01 -0.39 0.46
H 0.202681 3.333692 0.094822 0.54 -0.04 -0.34
C 1.610923 2.875614 -3.050895 -2.36 -0.59 1.27
O -1.657022 -0.670866 -0.346489 -0.77 -0.48 0.31
H -0.873811 -1.592635 3.649725 0.59 -0.23 -0.69
O -3.701630 -0.013244 2.747649 0.40 0.18 -0.01
H -3.890383 0.754747 3.296163 -0.15 -0.03 0.07
O -2.526623 2.000455 0.744540 0.51 -0.26 0.07
H 2.258559 2.895704 0.287551 -0.33 0.72 0.15
H 1.692225 -2.260351 -1.897478 0.23 -0.11 0.19
H 1.539188 -2.715011 0.853997 0.31 0.02 -0.13
O -2.700259 4.628746 -0.308919 -0.25 0.13 -0.10
H 2.040692 3.818637 -3.430658 0.56 -0.54 0.27
H -2.780393 -0.229681 2.982425 -0.01 -0.09 -0.27
H -1.489168 0.262894 -0.209570 0.24 0.20 -0.04
H 2.094060 1.915173 -3.282505 0.57 0.85 -0.40
N 1.417153 2.812910 -1.566541 0.14 0.54 0.55
H -2.517625 4.703156 0.626695 -0.28 0.12 0.54
C 3.759875 2.232394 -0.911277 1.05 -0.41 0.90
H -3.680065 -3.744787 0.275906 0.26 -0.28 -0.31
H 0.147063 4.493083 -1.177343 -0.65 0.08 -0.52
O -4.954341 -1.633866 0.053650 -0.34 -0.95 0.19
H -0.903646 -2.637905 -2.668205 -1.04 0.04 0.16
H -2.937591 2.439471 0.000181 -0.42 0.26 -0.11
O 4.722345 -2.304318 1.094281 -0.01 0.18 1.24
H 2.419313 -2.402922 3.828337 0.17 0.01 -0.24
H -4.703106 -0.729268 -0.118404 0.44 0.17 0.25
C 2.569866 3.185529 -0.714047 -0.52 -1.37 -0.58
H 0.138971 -0.663854 2.781847 -0.16 -0.85 0.02
O -0.672870 -0.723476 3.291416 -0.67 1.32 0.79
H -0.432516 3.690791 -3.619554 1.07 0.87 0.24
O 1.397812 0.115178 -0.427503 -0.19 1.47 -0.08
H -1.025321 -1.072847 -0.940392 0.45 0.46 -0.29
H 2.211513 0.503202 -0.791162 0.01 -1.02 0.08
H -0.662038 2.774746 -1.206283 -0.34 0.57 -0.82
H -1.893945 4.217166 -0.605860 0.43 -0.09 -0.55
H -0.609328 2.203917 -3.294223 1.08 -1.36 -0.01
O -1.398936 -2.976811 1.787180 0.47 -0.15 -0.98
H 2.798953 4.261684 -0.737676 0.22 -0.21 -0.12
H -0.509262 -2.679941 1.469439 -0.51 0.02 0.82
H 1.056737 -1.270201 0.484389 0.30 -0.10 -0.10
H 4.471656 -2.535170 2.023840 -0.01 -0.41 -1.00
O -2.896503 -3.920129 -0.266109 -0.42 0.35 -0.57
H -3.162794 1.365541 1.095127 -0.05 -0.23 0.18
H -4.455473 -1.955559 0.822137 -0.14 0.91 -0.27
H 4.698676 2.671689 -1.247482 -0.16 0.24 -0.14
H 3.976409 1.814609 0.098136 0.16 0.24 -0.62